42
Properties=species:S:1:pos:R:3:forces:R:3 method="wB97M-V/def2-TZVPD" total_energy_ha=-2668.5612 multiplicity=2 largest_force_ev_per_a=0.999 lumo_ev="-3.65 / -6.07" gap_ha="0.2812 / 0.1844" charge=+1 s_squared=0.773
H 2.562 -4.571 1.691 0.010 -0.001 0.008
C 2.975 -0.703 1.677 0.155 0.074 0.004
H -0.517 -2.234 -3.575 -0.055 -0.017 -0.006
C 5.383 0.393 2.699 -0.045 0.103 -0.044
C -1.928 -1.316 2.395 0.069 0.061 0.018
O -0.314 0.399 2.436 -0.100 -0.033 -0.045
H -4.095 -2.108 4.872 0.000 -0.002 -0.004
H -0.915 -2.745 -1.911 -0.006 0.008 -0.006
C 1.758 -1.296 1.189 -0.482 0.497 -0.180
I -2.698 -0.922 -2.743 0.037 -0.029 -0.061
C -1.635 0.106 4.279 0.047 -0.010 -0.055
C 1.681 -2.679 1.166 0.100 -0.340 0.091
H 4.606 2.288 2.018 -0.001 -0.002 -0.002
H -1.054 0.939 4.645 0.001 -0.002 0.001
Ir 0.175 -0.158 0.610 0.972 0.210 -0.093
F -2.892 3.779 0.193 -0.010 0.002 -0.004
S -1.458 -1.721 0.789 -0.220 -0.272 0.242
C 3.983 -1.530 2.239 0.065 0.076 0.017
C -1.234 2.282 -0.544 0.052 -0.146 -0.429
C -2.602 2.959 -0.827 -0.027 0.036 0.088
H 0.800 -3.168 0.775 -0.012 0.045 -0.023
O -0.224 2.945 -0.700 0.043 0.127 0.157
C 3.808 -2.934 2.247 0.040 0.032 0.021
C 4.421 1.224 2.094 0.134 -0.041 0.085
C 2.690 -3.496 1.701 -0.152 0.004 -0.061
C -2.627 -0.529 4.960 -0.038 0.010 0.056
C -0.846 -1.907 -2.595 0.009 -0.018 -0.013
C -2.955 -1.982 3.080 0.015 0.020 -0.005
F -3.598 2.074 -0.939 0.045 0.033 -0.007
H 4.587 -3.553 2.676 0.003 -0.002 -0.003
C 5.167 -0.954 2.758 -0.051 -0.114 -0.003
I 0.789 -0.701 -1.918 -0.013 0.062 -0.051
N -1.307 -0.302 3.029 -0.147 -0.129 -0.004
O -1.332 1.055 -0.203 -0.342 0.026 0.263
F -2.553 3.677 -1.946 0.019 -0.029 0.016
H -2.882 -0.197 5.955 0.004 -0.002 -0.001
H 6.290 0.826 3.095 0.005 -0.004 -0.002
C 3.268 0.677 1.605 -0.144 -0.031 0.033
I 1.885 1.902 0.628 0.019 -0.208 -0.008
C -3.301 -1.595 4.347 -0.008 0.005 0.009
H -3.459 -2.792 2.574 0.004 -0.005 0.001
H 5.907 -1.610 3.199 0.004 0.006 0.003

44
Properties=species:S:1:pos:R:3:forces:R:3 method="wB97M-V/def2-TZVPD" total_energy_ha=-3008.7563 multiplicity=6 largest_force_ev_per_a=2.474 lumo_ev="-1.51 / -2.79" gap_ha="0.2140 / 0.2090" charge=0 s_squared=8.848
C 1.525 -2.203 -3.250 -0.056 0.183 0.737
S -1.348 1.960 -1.247 -0.168 -0.217 0.203
C 2.322 1.261 4.564 0.077 -0.070 -0.333
H 1.276 0.980 4.653 0.040 0.068 0.196
N -4.781 -2.866 -2.302 -0.268 -0.157 -0.171
S 3.124 0.142 3.384 0.084 -0.027 0.279
C -6.808 0.082 0.928 -0.504 0.144 0.034
C -5.061 0.324 -0.787 -0.176 -0.260 0.292
F -7.651 0.191 -0.104 0.094 -0.002 -0.219
N 1.372 -0.811 0.124 -0.623 -0.683 -1.566
C -3.192 -1.173 -1.274 0.647 0.454 0.407
H 2.254 -2.989 -3.138 0.102 -0.095 -0.003
C -2.827 1.246 -0.396 0.327 0.580 -1.371
Ru -0.455 0.130 0.173 0.019 -0.206 -0.084
C 1.926 0.036 2.142 -0.804 -0.063 -0.762
N 0.193 -0.494 -2.224 0.711 -0.092 0.037
C 1.116 -1.470 -2.127 -0.688 0.052 -1.425
H -1.054 0.587 -3.426 -0.022 0.057 0.064
N -4.166 3.331 0.370 -0.494 0.630 0.154
F -7.137 -1.045 1.579 0.188 -0.258 0.057
H 2.416 2.288 4.224 -0.083 0.022 0.042
H -4.889 -0.640 2.456 0.003 -0.033 0.142
H -5.844 0.520 -1.505 -0.141 -0.051 0.100
C -3.650 0.274 -1.288 0.096 0.134 0.131
C -5.355 0.095 0.514 -0.440 -0.011 -0.358
H -3.604 0.648 -2.320 -0.037 0.079 0.251
H 2.521 -2.329 -0.674 0.109 0.130 -0.004
N -2.288 0.585 0.748 -1.015 -0.534 0.944
H 1.291 -2.431 -5.364 0.033 -0.043 -0.068
C -0.321 -0.208 -3.404 -0.087 -0.039 -0.181
N 2.192 -0.766 1.161 1.952 -0.614 1.390
C -4.068 -2.083 -1.839 -0.365 -0.429 -0.352
H 2.831 1.141 5.514 0.064 -0.075 0.057
C -3.080 -0.033 1.614 0.879 0.205 0.468
F -7.101 1.091 1.766 0.238 0.140 0.085
H -2.553 -0.436 2.476 -0.047 -0.077 -0.166
S -1.801 -1.890 -0.573 0.652 0.377 0.290
C 0.987 -1.889 -4.481 -0.295 0.232 -0.158
H -0.374 -0.576 -5.514 -0.081 0.020 -0.089
C -3.627 2.395 -0.001 0.165 -0.030 0.157
S 0.461 0.966 2.194 -0.372 -0.028 -0.537
C 1.706 -1.635 -0.843 0.388 0.688 1.487
C -4.446 -0.205 1.574 -0.407 0.243 -0.239
C 0.051 -0.866 -4.568 0.305 -0.343 0.082

37
Properties=species:S:1:pos:R:3:forces:R:3 method="wB97M-V/def2-TZVPD" total_energy_ha=-1182.9852 largest_force_ev_per_a=1.276 lumo_ev=-0.32 gap_ha=0.2844 charge=0 smiles="COc1ccc2[nH]c(=O)c(-c3noc(-c4ccc(F)cc4)n3)cc2c1"
C 1.209 1.772 5.461 0.117 -0.047 0.202
C 1.186 -0.117 2.266 -0.504 0.038 -1.033
H -0.205 -3.147 -6.264 -0.029 -0.003 0.014
C -1.288 -3.278 -6.355 0.081 -0.154 0.000
H -3.044 1.842 -4.451 -0.070 0.103 -0.030
C -1.123 -1.507 -4.154 -0.119 -0.041 -0.281
C 1.506 0.250 3.626 0.251 -0.078 0.436
C -0.326 0.077 -0.880 -0.100 -0.392 -0.576
O 1.736 -1.196 1.679 0.108 0.376 0.947
C -2.539 -0.004 -5.389 0.125 -0.151 0.090
H -0.578 -2.429 -4.039 0.048 -0.129 -0.037
C 2.082 0.991 6.202 -0.023 -0.071 -0.167
C -1.778 0.634 -3.205 0.271 -0.725 -0.223
H 0.773 2.653 5.903 -0.032 0.080 0.056
C 2.381 -0.522 4.388 -0.182 0.190 -0.107
N 1.233 -1.255 0.421 -0.437 -0.021 -1.199
C -1.032 1.359 -0.975 -0.205 0.143 -0.338
H 0.251 1.974 3.547 -0.077 0.087 -0.036
C -1.845 -1.224 -5.295 0.066 0.074 0.212
C -2.507 0.909 -4.366 0.035 -0.092 -0.031
C 2.673 -0.151 5.686 -0.010 0.143 0.213
H 0.183 -1.754 -1.785 0.050 -0.107 0.016
H -1.648 -3.913 -5.540 0.020 0.023 -0.010
H -2.219 2.397 -2.256 0.145 -0.128 0.142
O -1.055 2.246 -0.150 0.023 0.169 0.168
C 0.921 1.397 4.164 0.143 -0.240 -0.074
C -0.357 -0.825 -1.898 -0.009 0.434 0.475
H 2.827 -1.406 3.959 0.051 -0.077 -0.007
N 0.371 0.508 1.467 0.154 0.160 0.746
H 3.346 -0.729 6.299 0.056 -0.033 0.076
H -3.095 0.192 -6.292 -0.077 0.047 -0.102
C 0.422 -0.223 0.323 0.818 -0.598 0.765
N -1.720 1.519 -2.167 -0.167 0.321 0.061
C -1.081 -0.584 -3.097 -0.391 0.527 -0.263
F 2.365 1.352 7.467 -0.029 -0.026 -0.115
O -1.956 -2.039 -6.377 -0.150 0.211 -0.075
H -1.514 -3.751 -7.309 0.049 -0.011 0.085